# 1
Molecular formula: C5H3ClF2N3O5Pd
Method: DFT, ωB97M-V/def2-TZVPD

The energy relative to the best compared isomer or geometry (same formula, charge and spin) is 0.0 kJ/mol. As for the spin multiplicity: 3. For the largest force on an atom, the calculation gives 0.0091 hartree/bohr. Its expectation value of S² is 2.0038. Its net charge is -1.

Each line ends with the Mulliken charge.
Element x y z (Å)
Pd  0.430  0.423  0.415  0.351
Cl  0.602  -1.735  -1.220  1.821
F  1.313  1.263  2.957  -0.266
F  -0.777  0.578  3.019  -0.279
O  1.095  -2.024  0.134  -0.604
O  0.604  -2.898  -2.032  -0.643
O  -0.757  -1.200  -1.053  -0.611
O  -0.218  2.082  -0.592  -0.881
O  1.428  -0.675  -1.765  -0.566
N  -4.392  4.090  -1.268  -0.581
N  -0.647  3.772  -3.720  -0.591
N  -2.171  2.240  0.565  -0.280
C  0.462  0.301  2.482  0.273
C  -1.991  3.235  -1.594  0.027
C  -1.433  2.493  -0.542  1.100
C  -1.236  3.526  -2.759  0.114
C  -3.314  3.719  -1.463  0.097
H  -1.788  1.689  1.316  0.136
H  0.785  -0.670  2.865  0.204
H  -3.149  2.470  0.578  0.180


# 2
Molecular formula: C28H55GdO2Si4Te
Method: DFT, ωB97M-V/def2-TZVPD

As for the spin multiplicity: 8. The calculated total energy is -93658.459 eV. For the largest force on an atom, the calculation gives 0.0671 hartree/bohr. Its expectation value of S² is 15.7937.

Each line ends with the Mulliken charge.
Element x y z (Å)
Gd  0.997  -0.960  -0.201  0.431
Te  -1.692  1.096  -0.505  -0.050
Si  -4.250  3.364  1.639  0.267
Si  -2.042  3.178  0.803  0.323
Si  -0.711  3.879  2.627  0.409
Si  -1.932  4.984  -0.708  0.121
O  0.482  -2.913  -1.678  -0.397
O  2.516  -5.561  -2.434  -0.391
C  -0.101  5.287  -1.050  -0.957
C  1.980  1.314  -0.751  -0.103
C  -4.543  4.891  2.718  -1.035
C  2.972  -7.624  -3.044  -0.768
C  3.045  0.600  -0.120  -0.658
C  3.717  -6.302  -2.806  1.394
C  3.411  -0.496  -0.962  -0.495
C  -1.149  2.811  4.120  -0.986
C  1.343  -2.482  1.997  -0.411
C  -1.034  5.691  3.062  -1.067
C  -0.465  -5.043  -1.081  -0.403
C  0.722  -4.756  -0.166  -0.794
C  1.743  -6.809  -2.682  -0.608
C  4.742  -6.471  -1.707  -1.722
C  -2.722  6.573  -0.057  -0.953
C  1.266  -0.195  2.263  -0.487
C  4.342  -5.864  -4.106  -1.724
C  -5.430  3.455  0.170  -1.092
C  -0.033  -2.083  1.978  -1.147
C  1.469  -3.712  -0.974  0.488
C  -2.836  4.474  -2.282  -1.018
C  1.702  0.671  -2.004  -0.576
C  -0.077  -0.675  2.165  -0.431
C  -4.608  1.813  2.646  -1.024
C  2.585  -0.453  -2.128  -0.574
C  1.112  3.660  2.202  -0.123
C  2.145  -1.312  2.124  -1.031
C  -0.772  -3.696  -1.748  -0.666
H  2.640  -1.127  -2.981  0.511
H  -2.179  7.006  0.792  0.259
H  1.468  2.192  -0.365  0.188
H  -0.902  -2.732  1.854  0.436
H  0.933  0.981  -2.710  0.464
H  -1.300  -5.514  -0.542  0.443
H  -4.086  1.796  3.610  0.321
H  1.473  4.428  1.509  0.336
H  3.540  0.897  0.808  0.570
H  3.197  -8.409  -2.306  0.304
H  -4.333  0.906  2.090  0.258
H  -2.464  5.109  -3.100  0.373
H  1.293  -5.650  0.115  0.279
H  0.398  -4.286  0.761  0.305
H  1.548  0.836  2.460  0.782
H  1.253  -7.214  -1.788  0.363
H  3.604  -5.677  -4.894  0.363
H  -0.669  3.260  5.001  0.406
H  -0.032  6.084  -1.805  0.422
H  1.324  2.679  1.762  -0.765
H  -5.606  4.881  3.005  0.412
H  -5.297  2.594  -0.498  0.292
H  -3.773  6.449  0.232  0.220
H  -5.691  1.780  2.841  0.352
H  -0.981  -0.060  2.197  0.836
H  3.236  -1.297  2.148  0.487
H  1.690  3.744  3.134  0.417
H  -3.922  4.617  -2.202  0.278
H  2.988  -7.946  -4.097  0.331
H  -1.527  -3.120  -1.184  0.186
H  5.370  -5.581  -1.617  0.384
H  4.293  -6.730  -0.741  0.330
H  -6.457  3.429  0.565  0.384
H  -2.090  5.924  3.242  0.261
H  -0.768  1.789  4.006  0.210
H  -0.658  6.379  2.294  0.248
H  4.978  -4.986  -3.963  0.372
H  1.983  -4.209  -1.811  0.112
H  4.993  -6.681  -4.443  0.426
H  -1.082  -3.806  -2.794  0.339
H  -3.952  4.876  3.643  0.302
H  0.452  5.613  -0.159  0.211
H  1.721  -3.502  2.016  0.597
H  0.390  4.391  -1.452  0.226
H  -0.483  5.898  3.993  0.412
H  -4.350  5.839  2.201  0.292
H  -2.643  3.424  -2.538  0.257
H  4.239  -1.189  -0.784  0.501
H  1.051  -6.671  -3.521  0.243
H  2.265  -3.132  -0.438  0.477
H  -5.318  4.371  -0.426  0.231
H  5.393  -7.315  -1.990  0.408
H  -0.128  -5.731  -1.880  -0.006
H  -2.227  2.757  4.311  0.192
H  -2.691  7.302  -0.881  0.417


# 3
Molecular formula: C5H9N2
Method: DFT, ωB97M-V/def2-TZVPD

The energy relative to the best compared isomer or geometry (same formula, charge and spin) is 512.4 kJ/mol. As for the spin multiplicity: 1. As for the SMILES: C=[N+]1C[C@H]1[C@@H]1CN1. For the largest force on an atom, the calculation gives 0.0775 hartree/bohr. Its net charge is +1.

Each line ends with the Mulliken charge.
Element x y z (Å)
N  -1.913  -0.882  -1.190  -0.544
N  1.176  0.874  0.299  0.148
C  -1.740  -1.177  0.227  -0.458
C  1.595  1.959  0.754  -0.131
C  1.261  -0.555  0.334  -0.534
C  -1.251  0.109  -0.372  -0.085
C  0.269  0.176  -0.576  -0.187
H  2.194  -1.046  -0.052  0.279
H  2.339  1.860  1.417  0.340
H  0.970  -1.028  1.315  0.333
H  -1.918  0.963  -0.248  0.409
H  1.193  2.923  0.343  0.273
H  -0.852  -1.852  0.354  0.222
H  -1.261  -1.362  -1.810  0.278
H  0.599  0.253  -1.652  0.364
H  -2.661  -1.215  0.856  0.292